{"formula": "C27H20N4O5Rb", "method": "ωB97M-V with the def2-TZVPD basis set", "elements": ["Rb", "O", "O", "O", "O", "O", "N", "N", "N", "N", "C", "C", "C", "C", "C", "C", "C", "C", "C", "C", "C", "C", "C", "C", "C", "C", "C", "C", "C", "C", "C", "C", "C", "C", "C", "C", "C", "H", "H", "H", "H", "H", "H", "H", "H", "H", "H", "H", "H", "H", "H", "H", "H", "H", "H", "H", "H"], "positions_angstrom": [[-0.7681, -0.5309, -0.9585], [-0.6139, 1.8562, -9.6767], [-1.0513, -3.2743, -1.0512], [-2.6696, 1.5381, -8.9341], [-1.0079, 1.1367, 1.1976], [-2.1289, 3.4086, 1.4216], [-1.5077, -0.5154, 2.7373], [-0.4758, -1.2760, 2.2022], [0.4259, 1.2865, -3.3339], [1.6791, 1.1143, -0.8253], [-0.0247, 1.3473, -4.6696], [-4.4248, -3.3553, 1.3450], [2.1100, 1.1937, 0.4252], [-1.4988, 1.5850, -8.6857], [0.8574, 1.1557, -5.7321], [-0.7823, -2.3144, 1.5234], [-3.2492, -2.7854, 1.8067], [1.3646, 2.0786, -3.0078], [2.8866, 2.2541, 0.8877], [-1.3747, 1.5701, -4.9326], [-4.5519, 3.2214, 4.1108], [-1.6456, 0.6646, 2.2325], [2.7451, 3.2038, -1.2936], [1.9644, 2.1167, -1.6571], [-3.3040, -3.9585, -0.7143], [-3.4298, 1.1129, 3.9494], [-2.8436, 2.8917, 2.4369], [-1.8226, 1.6470, -6.2365], [-0.9408, 1.4858, -7.3028], [-2.6534, 1.5684, 2.8880], [-3.7951, 3.7034, 3.0592], [-4.3739, 1.9189, 4.5643], [-2.0819, -3.3566, -0.2903], [-2.0878, -2.7972, 1.0362], [0.3994, 1.2233, -7.0378], [-4.4302, -3.9479, 0.0790], [3.2179, 3.2688, 0.0109], [-5.2882, 3.8644, 4.5797], [-2.0609, 1.6995, -4.1063], [1.8939, 0.9212, -5.5285], [-5.3442, -4.4035, -0.2908], [3.2034, 2.2743, 1.9209], [-4.9692, 1.5383, 5.3848], [1.1099, 1.0296, -7.8341], [1.7471, 2.8127, -3.7262], [-3.3110, -4.4098, -1.7005], [0.0733, -2.8877, 1.1691], [-3.2112, -2.3190, 2.7824], [-5.3205, -3.3385, 1.9528], [-3.9210, 4.7150, 2.6928], [2.9515, 3.9901, -2.0085], [-3.2702, 0.0937, 4.2771], [-2.8666, 1.8269, -6.4536], [1.7961, 0.3984, 1.0940], [0.2606, 2.0099, -9.3032], [3.8174, 4.1095, 0.3348], [-1.5239, 2.6266, 1.1438]], "relative_energy_kcal_mol": 0.0, "homo_lumo_gap_ev": 4.83, "charge": -1, "e_homo_ev": -3.7, "max_force_ev_per_a": 0.682, "e_lumo_ev": 1.2}

---

{"formula": "C25H80N22O13", "method": "ωB97M-V with the def2-TZVPD basis set", "elements": ["O", "O", "O", "O", "O", "O", "O", "O", "O", "O", "O", "O", "O", "N", "N", "N", "N", "N", "N", "N", "N", "N", "N", "N", "N", "N", "N", "N", "N", "N", "N", "N", "N", "N", "N", "C", "C", "C", "C", "C", "C", "C", "C", "C", "C", "C", "C", "C", "C", "C", "C", "C", "C", "C", "C", "C", "C", "C", "C", "C", "H", "H", "H", "H", "H", "H", "H", "H", "H", "H", "H", "H", "H", "H", "H", "H", "H", "H", "H", "H", "H", "H", "H", "H", "H", "H", "H", "H", "H", "H", "H", "H", "H", "H", "H", "H", "H", "H", "H", "H", "H", "H", "H", "H", "H", "H", "H", "H", "H", "H", "H", "H", "H", "H", "H", "H", "H", "H", "H", "H", "H", "H", "H", "H", "H", "H", "H", "H", "H", "H", "H", "H", "H", "H", "H", "H", "H", "H", "H", "H"], "positions_angstrom": [[18.9349, -10.2704, -0.3615], [12.1961, -13.1290, 5.8802], [17.4663, -7.2752, 7.6899], [17.1707, -14.2971, 3.8363], [10.0509, -7.7873, -2.2252], [11.2924, -14.3467, 0.8118], [12.9723, -4.0315, 3.3299], [15.5220, -6.1163, -0.6315], [14.7334, -7.9906, 1.9275], [18.6684, -9.6460, 4.5620], [16.6029, -4.1359, 4.1738], [13.4153, -9.7115, 8.7340], [11.1990, -9.3481, 3.3591], [16.1349, -5.2185, 9.0939], [17.0164, -12.3743, 2.6970], [15.1045, -6.9972, -2.7196], [20.8446, -9.1807, 4.7319], [18.4345, -12.5158, 4.3268], [10.8460, -11.6932, 5.0305], [13.0561, -11.5293, 4.6558], [19.7419, -10.1415, 6.4051], [15.8816, -7.6129, 3.7600], [16.0125, -9.5329, 6.1061], [14.8791, -8.1989, -0.9948], [17.6760, -8.5700, 0.3128], [14.8595, -3.6605, 5.5424], [9.9961, -7.7943, 4.2032], [13.8365, -11.5593, 0.5320], [15.5287, -9.5809, 3.2080], [14.8096, -4.8969, 2.3618], [12.8263, -5.2412, 1.5312], [11.9757, -7.2143, 3.5755], [19.3894, -9.0501, 1.4475], [11.7861, -9.6976, 0.4982], [16.7082, -3.5615, 6.4320], [19.7418, -9.6746, 5.1633], [13.5329, -4.6430, 2.4342], [17.4698, -13.1461, 3.6120], [16.1383, -3.8903, 5.3327], [11.9759, -13.1237, 0.8818], [15.3434, -8.3835, 2.8828], [10.8360, -14.6463, -0.5063], [15.4181, -10.1940, 7.2265], [18.7092, -9.3792, 0.3993], [11.1564, -8.2309, 3.7680], [11.4418, -9.1563, -0.8005], [12.1857, -9.0257, 8.7955], [10.8563, -6.7769, -2.9012], [13.2863, -12.8504, 0.0606], [17.5182, -5.5459, 9.3733], [14.3513, -9.2007, 7.8606], [17.7954, -6.9413, 9.0160], [17.6960, -5.2922, 10.8797], [10.4125, -7.9417, -0.8357], [10.9486, -10.4499, -1.5814], [15.1122, -7.0088, -1.3980], [14.2779, -14.0067, 0.4660], [16.6091, -10.5308, 8.1365], [18.3573, -6.8630, 6.6768], [12.0019, -12.1608, 5.2090], [17.1656, -5.8433, 11.6562], [11.5806, -9.2796, 9.6658], [11.1907, -5.9715, -2.2472], [18.2323, -4.8856, 8.8811], [20.5864, -10.3372, 6.9233], [10.0476, -6.4161, -3.5366], [16.0927, -3.2684, 7.1772], [14.2240, -3.7167, 4.7595], [12.7658, -7.3557, 2.9626], [11.5892, -9.3462, 7.9413], [15.8182, -9.8924, 4.1242], [15.1730, -13.9059, -0.1479], [14.5000, -3.4248, 6.4564], [16.8007, -10.0599, 5.7580], [11.5170, -6.3597, 3.8575], [14.4755, -8.8793, -1.6227], [15.4720, -5.9595, 9.2717], [18.4400, -5.7761, 6.6793], [14.7931, -11.0345, 6.9250], [9.4258, -8.6234, 4.2896], [18.8072, -13.0488, 5.0996], [17.1890, -7.6131, 9.6235], [12.1593, -9.0261, 1.1540], [15.4112, -4.4704, 3.0520], [10.8908, -10.7959, 4.5691], [16.1317, -8.0920, 4.6133], [15.1243, -7.9134, -3.1442], [16.3078, -12.8391, 2.1475], [18.8528, -11.6437, 4.0362], [18.7586, -7.2914, 9.3871], [13.0713, -10.9289, 3.8438], [16.4988, -11.4898, 8.6427], [9.9993, -12.0252, 5.4698], [10.8545, -9.9058, 0.8282], [13.8451, -8.6094, 7.0975], [14.8941, -8.5081, 8.5038], [15.4441, -6.1312, -3.1131], [17.5304, -10.6746, 7.5720], [17.6098, -4.2369, 11.1385], [17.3353, -11.4250, 2.5656], [15.1102, -8.3554, -0.0241], [10.6721, -6.9674, -0.4216], [20.2276, -9.5474, 1.7121], [15.6282, -6.6369, 3.7041], [21.6650, -9.3703, 5.2898], [9.9888, -15.3306, -0.4612], [18.9947, -8.2686, 1.9512], [14.6543, -11.4500, -0.0506], [10.6029, -10.3059, -2.6050], [10.4929, -13.7176, -0.9623], [17.5347, -3.0222, 6.2173], [11.6960, -15.1837, -0.9061], [11.6846, -11.2539, -1.5909], [17.1840, -8.7038, -0.5590], [13.0738, -12.7859, -1.0065], [13.2470, -5.4610, 0.6397], [16.4665, -8.7028, 6.4595], [15.1113, -10.2200, 2.5466], [19.3975, -6.9884, 6.9774], [12.3918, -8.7828, -1.1829], [11.3343, -12.2801, 0.6272], [12.1997, -7.9365, 8.7586], [13.8768, -14.9947, 0.2402], [11.6750, -7.1407, -3.5222], [9.5466, -8.1756, -0.2163], [14.4316, -13.8708, 1.5365], [15.1320, -5.4805, 1.6031], [13.1060, -10.9084, 0.2814], [18.9355, -10.5207, 6.8807], [11.8268, -5.1300, 1.6246], [18.0769, -7.3989, 5.7700], [13.9115, -12.0266, 4.8585], [16.8153, -9.7274, 8.8438], [9.6672, -6.8499, 4.3450], [12.2392, -12.9918, 1.9312], [17.4850, -7.8060, 0.9452], [18.7618, -5.3639, 11.0969], [20.7298, -8.3900, 4.1141], [16.1081, -5.1818, 8.0850], [10.0215, -10.8851, -1.2084]], "relative_energy_kcal_mol": 178.3, "homo_lumo_gap_ev": 8.52, "charge": 0, "e_homo_ev": -8.6, "max_force_ev_per_a": 7.432, "e_lumo_ev": -0.1}

---

{"formula": "C38H48AsF11LaN5O6S6", "method": "ωB97M-V with the def2-TZVPD basis set", "elements": ["La", "As", "S", "S", "S", "S", "S", "S", "F", "F", "F", "F", "F", "F", "F", "F", "F", "F", "F", "O", "O", "O", "O", "O", "O", "N", "N", "N", "N", "N", "C", "C", "C", "C", "C", "C", "C", "C", "C", "C", "C", "C", "C", "C", "C", "C", "C", "C", "C", "C", "C", "C", "C", "C", "C", "C", "C", "C", "C", "C", "C", "C", "C", "C", "C", "C", "C", "C", "H", "H", "H", "H", "H", "H", "H", "H", "H", "H", "H", "H", "H", "H", "H", "H", "H", "H", "H", "H", "H", "H", "H", "H", "H", "H", "H", "H", "H", "H", "H", "H", "H", "H", "H", "H", "H", "H", "H", "H", "H", "H", "H", "H", "H", "H", "H", "H"], "positions_angstrom": [[-0.2395, -0.4736, 0.5924], [-0.6703, 0.2738, -4.1438], [-4.2017, -0.7390, -0.4826], [3.2992, -3.2774, -1.9188], [1.5164, 0.0576, 3.0405], [0.5858, -2.2372, -1.6824], [-6.7055, -0.2954, 0.5213], [2.1252, 0.9007, -0.9216], [-6.0742, -0.6011, 3.0397], [-3.3593, 0.8266, 4.3066], [-2.9492, -2.9473, -1.0636], [-7.9685, 0.4539, 2.7651], [-3.9697, -3.0083, 0.8213], [-7.8417, -1.6612, 2.5104], [-3.0151, -0.5418, 6.7519], [-1.2942, 1.0736, 2.6576], [-5.1527, -3.1484, -1.0131], [1.4635, -1.3444, 5.7186], [-0.7314, -1.7051, 7.3373], [-7.1667, 1.0715, 0.3103], [-2.8160, -0.4843, -0.0608], [-4.6076, -0.3563, -1.7943], [-1.2244, -1.7931, 2.1069], [-7.3438, -1.3811, -0.1973], [-0.8835, 1.6528, -0.1211], [1.4255, 3.1225, 0.5232], [-5.1513, -0.3736, 0.6658], [0.9734, -3.0857, 1.1960], [2.0299, -3.3422, 0.3273], [3.6719, 2.8586, -0.0830], [-0.2321, -4.4894, 4.2556], [6.8565, -0.3942, 0.7752], [0.5301, 5.0144, 1.7858], [-4.0705, -2.6058, -0.4547], [-2.3184, -3.6095, 5.0144], [4.5601, -3.7051, -0.6656], [-2.0424, 1.5169, -4.8301], [3.8074, 4.1550, -0.7869], [-1.0634, 0.4751, 3.8589], [0.8961, 2.4831, -5.1683], [1.8590, -3.0070, -0.8955], [-2.3364, -2.6957, 4.0314], [5.3342, -2.5533, -0.1216], [-7.1844, -0.5519, 2.2982], [-1.7380, 2.3233, -0.9754], [-2.8077, 3.0384, -0.2139], [-1.2434, -2.6391, 3.0778], [-1.2205, -4.4801, 5.1578], [-0.9446, 3.3642, -1.8098], [1.6354, 3.9439, 1.6996], [-0.1792, -3.5866, 3.2200], [0.1767, -0.0556, 4.1570], [-3.4851, 0.9995, -4.6958], [0.8886, -3.7492, 2.2467], [1.0338, 1.0635, -4.6589], [7.4256, -1.3334, -0.0784], [4.8084, -1.6325, 0.8040], [-0.7621, -1.1739, -5.4616], [5.5577, -0.5151, 1.1835], [6.6654, -2.4034, -0.5714], [-0.7621, -0.9264, 6.2485], [-2.1369, 0.3780, 4.7251], [2.3698, 2.3814, -0.0991], [0.3098, -0.7688, 5.3850], [-1.9727, -0.3396, 5.8905], [1.9454, -4.7908, 2.5764], [-0.6530, -0.7273, -6.9218], [3.8041, 4.0575, -2.2862], [-3.1628, -3.6271, 5.7339], [7.1400, -3.1249, -1.2854], [7.5460, 0.3709, 1.1509], [-1.7479, -1.5920, -5.2385], [0.4739, 2.6675, 0.4257], [3.8426, -1.8095, 1.2430], [0.5523, 2.4595, -6.1881], [0.4960, -5.2519, 4.4129], [4.0373, -4.2432, 0.0995], [1.8869, 2.9773, -5.1403], [-1.4590, -0.0609, -7.0994], [5.0331, 0.2034, 1.8598], [5.2351, -4.4104, -1.2008], [-0.7535, -1.5608, -7.6130], [2.8020, 3.8891, -2.6744], [1.6728, 3.3349, 2.6041], [-3.1793, -2.0446, 3.8270], [3.0246, 4.8558, -0.4805], [2.7221, -4.7754, 1.7957], [-3.5444, 3.4603, -0.9315], [1.6610, 0.9893, -3.7642], [-0.4560, 4.5613, 2.0255], [2.3323, -4.6513, 3.5860], [0.6550, 5.7322, 2.5843], [0.3015, -0.2260, -7.1450], [1.4288, 0.3687, -5.4822], [4.1584, 5.0308, -2.6280], [-2.1571, 1.6690, -1.7022], [-4.1715, 1.6167, -5.2863], [-3.5758, -0.0294, -5.0337], [-1.9129, 1.8160, -5.8685], [4.4372, 3.2587, -2.6609], [0.2368, 3.1204, -4.5108], [8.4134, -1.1293, -0.4581], [4.7404, 4.5684, -0.4885], [-1.5480, 3.9183, -2.5088], [0.4439, 5.5136, 0.8045], [-0.4774, 4.0386, -1.1088], [-1.1306, -5.3050, 5.9131], [4.2732, 2.1751, -0.5325], [-3.8414, 1.0812, -3.6444], [-3.2412, 2.4096, 0.5444], [2.6374, 4.3571, 1.5953], [-1.8814, 2.4422, -4.2515], [1.4638, -5.8319, 2.5309], [0.0496, -1.8148, -5.1518], [-0.1697, 2.8659, -2.4210], [-2.3235, 3.7810, 0.3564]], "homo_lumo_gap_ev": 6.69, "charge": -2, "e_homo_ev": -2.9, "max_force_ev_per_a": 3.731, "e_lumo_ev": 3.8}